This record from the Open Molecules 2025 dataset describes C4H7BeO3 as an isolated structure at a distorted geometry. The level of theory is ωB97M-V/def2-TZVPD.

The calculation puts the energy relative to the best compared isomer or geometry (same formula, charge and spin) at 0.0 kJ/mol. The value obtained for the HOMO energy (alpha / beta) is -8.9 / -8.8 eV. The value obtained for the electronic energy is -10803.181 eV. The spin multiplicity is 2.

Last column: Mulliken charge in e.
Cartesian coordinates (Å):
H -2.256 -0.550 -1.974  -0.086
O -1.147 -1.929 -0.267  -0.363
C 0.063 -2.191 -0.060  0.204
C 1.059 -1.179 -0.074  -0.253
O 0.707 0.061 -0.296  -0.336
C 0.330 0.986 0.756  -0.464
C -0.616 2.002 0.124  -0.163
O -1.717 1.439 -0.478  -0.476
Be -1.459 -0.173 -0.906  -0.072
H 0.423 -3.230 -0.104  0.362
H 2.053 -1.349 0.347  0.428
H 1.250 1.459 1.120  0.334
H -0.194 0.400 1.523  0.316
H -0.024 2.606 -0.596  0.248
H -0.900 2.687 0.949  0.320



This record from the Open Molecules 2025 dataset describes C29H50IrNOP2 as an isolated structure at a distorted geometry. The level of theory is ωB97M-V/def2-TZVPD.

The calculation puts the energy relative to the best compared isomer or geometry (same formula, charge and spin) at 64.9 kJ/mol. The value obtained for the HOMO energy (alpha / beta) is -10.3 / -13.6 eV. As for the total charge: +2. The value obtained for the electronic energy is -55814.691 eV. The spin multiplicity is 7.

Last column: Mulliken charge in e.
Cartesian coordinates (Å):
Ir 1.598 0.854 -1.123  -1.118
C 1.221 -2.473 -0.816  0.047
C 2.359 -1.782 -1.223  0.117
C 1.759 -1.085 0.943  -0.793
C 0.913 -2.101 0.533  0.834
C 2.647 -0.686 -0.191  2.962
C 0.529 -3.513 -1.617  -1.709
H 0.519 -3.250 -2.685  0.337
H -0.516 -3.639 -1.301  0.357
H 1.044 -4.482 -1.522  0.396
C -0.096 -2.727 1.426  -0.848
H -0.879 -3.242 0.862  0.370
H -0.577 -1.974 2.072  -0.148
H 0.370 -3.452 2.108  0.443
C 1.921 -0.651 2.346  -0.929
H 2.347 -1.448 2.981  0.501
H 0.948 -0.398 2.790  -0.305
H 2.579 0.219 2.424  0.257
C 4.085 -0.435 0.155  -1.283
H 4.590 -1.393 0.020  0.527
H 4.183 -0.119 1.199  0.479
H 4.572 0.308 -0.482  0.119
C 3.330 -2.267 -2.225  -1.961
H 3.668 -3.252 -1.865  0.494
H 4.213 -1.619 -2.329  0.404
H 2.885 -2.420 -3.225  0.327
C -0.088 1.285 -2.260  1.644
C 0.551 0.073 -2.717  0.114
C 1.433 0.048 -3.932  -1.451
C 2.859 0.676 -3.739  -1.460
C 3.099 1.369 -2.426  -0.634
C 2.322 2.513 -1.990  0.460
C 1.395 3.213 -2.967  -1.581
C 0.012 2.532 -3.106  -1.234
H 0.923 0.565 -4.765  0.461
H 3.074 1.354 -4.577  0.647
H 1.565 -1.014 -4.204  0.407
H -0.159 2.285 -4.164  0.445
H -1.036 1.192 -1.729  -1.724
H 0.036 -0.867 -2.500  0.499
H -0.778 3.248 -2.838  0.515
H 1.252 4.245 -2.635  0.411
H 2.805 3.189 -1.270  0.851
H 1.862 3.301 -3.951  0.382
H 3.604 -0.121 -3.865  0.479
H 4.132 1.313 -2.047  0.778
P -2.322 -0.493 -0.325  1.516
C -3.263 -1.690 0.657  -1.208
H -4.326 -1.455 0.554  0.571
H -2.957 -1.612 1.705  0.057
H -3.046 -2.706 0.301  0.425
C -3.305 1.038 -0.154  -1.369
H -4.363 0.780 -0.272  0.590
H -3.003 1.775 -0.912  0.351
H -3.115 1.460 0.844  0.133
C -2.778 -1.045 -2.023  -1.395
H -2.358 -0.361 -2.776  0.353
H -3.873 -1.076 -2.104  0.499
H -2.349 -2.045 -2.196  0.294
P 0.495 2.074 0.816  1.918
C 2.215 2.602 1.202  -1.770
H 2.314 3.674 1.014  0.508
H 2.913 2.049 0.550  0.475
H 2.452 2.384 2.246  0.539
C -0.292 3.582 0.134  -1.074
H 0.060 3.801 -0.878  0.027
H -0.069 4.421 0.804  0.600
H -1.381 3.432 0.098  0.314
C -0.218 2.117 2.518  -1.321
H -0.362 3.165 2.828  0.607
H 0.457 1.631 3.233  0.542
H -1.181 1.591 2.563  -0.041
O -1.275 -0.440 3.811  -0.358
N -2.502 -0.689 4.183  0.292
C -2.813 -1.927 4.697  -0.325
C -4.136 -2.316 4.796  -0.478
C -5.158 -1.425 4.452  -0.407
C -4.814 -0.132 4.050  -0.582
C -3.487 0.247 3.979  -0.349
H -1.968 -2.571 4.929  0.379
H -4.341 -3.323 5.142  0.418
H -6.204 -1.738 4.488  0.404
H -5.568 0.606 3.780  0.427
H -3.154 1.245 3.690  0.551



This record from the Open Molecules 2025 dataset describes a 3-piece molecular cluster, C37H35N2O5S overall. The level of theory is ωB97M-V/def2-TZVPD.

The calculation puts the energy relative to the best compared isomer or geometry (same formula, charge and spin) at 12.9 kJ/mol. The value obtained for the HOMO energy (alpha / beta) is -8.3 / -9.4 eV. The value obtained for the electronic energy is -62989.252 eV. The spin multiplicity is 2.

Last column: Mulliken charge in e.
Cartesian coordinates (Å):
C 1.547 2.408 3.549  -1.634
C 1.751 2.156 2.034  1.852
C 3.075 2.787 1.543  -1.630
C 0.541 2.730 1.300  -2.677
C 0.531 2.481 -0.220  2.137
N 1.198 3.584 -0.922  -0.677
S -1.207 2.518 -0.840  -0.180
C 1.250 1.164 -0.554  -2.936
C 1.281 0.105 0.550  1.887
C 2.230 -1.003 0.117  -1.782
C -0.125 -0.505 0.780  -1.657
N 1.788 0.690 1.835  0.700
O 2.781 0.119 2.394  -0.658
H 1.137 1.511 4.011  0.381
H 2.482 2.628 4.053  0.333
H 0.834 3.212 3.715  0.434
H 3.577 2.119 0.846  0.321
H 3.745 2.998 2.367  0.382
H 2.863 3.706 1.002  0.387
H -0.368 2.343 1.761  0.460
H 0.544 3.808 1.449  0.491
H 0.535 4.190 -1.384  0.282
H 1.828 3.234 -1.630  0.232
H -1.862 2.024 0.213  0.174
H 2.279 1.394 -0.835  0.694
H 0.773 0.715 -1.425  0.429
H 1.899 -1.408 -0.842  0.493
H 2.220 -1.817 0.833  0.339
H 3.245 -0.637 -0.022  0.422
H -0.357 -0.553 1.841  0.319
H -0.897 0.052 0.261  0.217
H -0.153 -1.520 0.387  0.471
C 3.484 -3.175 2.883  -0.630
C 4.862 -3.058 3.026  -0.731
C 5.666 -4.183 2.978  -0.646
C 5.096 -5.436 2.793  0.168
C 3.711 -5.557 2.658  0.221
C 2.910 -4.422 2.700  -0.592
C 3.069 -6.889 2.478  0.547
O 1.868 -6.995 2.344  -0.667
C 3.951 -8.092 2.469  0.190
C 3.375 -9.350 2.344  -0.553
C 4.177 -10.478 2.325  -0.478
C 5.559 -10.354 2.426  -0.469
C 6.138 -9.104 2.552  -0.578
C 5.337 -7.969 2.578  0.175
C 5.982 -6.632 2.731  0.686
O 7.188 -6.526 2.805  -0.663
H 2.865 -2.289 2.911  0.804
H 5.305 -2.081 3.174  0.477
H 6.739 -4.103 3.083  0.469
H 1.840 -4.528 2.589  0.487
H 2.301 -9.432 2.262  0.473
H 3.727 -11.457 2.230  0.401
H 6.184 -11.237 2.407  0.399
H 7.210 -8.994 2.633  0.473
C -8.455 7.782 -4.188  -0.470
C -7.727 8.141 -3.059  -0.480
C -6.746 7.299 -2.566  -0.539
C -6.491 6.088 -3.198  0.156
C -7.228 5.723 -4.326  0.173
C -8.207 6.576 -4.820  -0.564
C -6.993 4.420 -5.011  0.610
O -7.625 4.108 -5.998  -0.661
C -5.956 3.512 -4.442  0.251
C -5.743 2.275 -5.036  -0.607
C -4.779 1.421 -4.529  -0.549
C -4.019 1.802 -3.428  -0.258
C -4.229 3.032 -2.829  -0.416
C -5.200 3.890 -3.330  -0.092
C -5.421 5.202 -2.658  0.503
O -4.753 5.537 -1.703  -0.677
H -9.218 8.445 -4.573  0.400
H -7.927 9.082 -2.563  0.399
H -6.170 7.569 -1.693  0.475
H -8.768 6.284 -5.697  0.475
H -6.336 1.993 -5.895  0.485
H -4.616 0.458 -4.992  0.395
H -3.258 1.139 -3.036  0.396
H -3.641 3.334 -1.974  0.628